(1)
Below is the molecule C19H24N2O5, with properties calculated with wB97M-V/def2-TZVPD.

XYZ file:
```
50
Properties=species:S:1:pos:R:3:forces:R:3
C -1.56499 -3.99978 -0.15644 0.39 0.24 0.00
C -0.07922 -3.95302 -0.48349 -0.29 -0.42 -0.51
C 0.58266 -5.32288 -0.40281 0.01 0.47 0.03
O 0.54823 -3.08086 0.48204 -0.18 -0.21 0.37
C 1.34673 -2.12324 0.04478 0.31 0.34 0.02
O 1.64990 -1.91864 -1.10083 0.04 -0.03 -0.01
C 1.83976 -1.25868 1.20618 0.06 -0.08 -0.11
N 2.01467 0.10078 0.74662 -0.16 -0.31 0.21
C 3.28509 0.57243 0.59809 0.12 0.26 0.18
O 4.24859 -0.01943 1.03573 0.15 0.03 -0.13
C 3.42338 1.84948 -0.23260 0.78 -0.13 -0.36
C 3.54132 1.38130 -1.69185 -0.16 0.12 0.22
C 4.65708 2.63385 0.20233 -0.35 -0.21 0.00
O 2.31166 2.73334 -0.09360 -0.12 0.04 0.25
C 1.08614 2.15912 -0.08940 -0.45 -0.13 -0.13
C -0.00870 2.92703 -0.46353 0.30 -0.09 0.07
C -1.28268 2.39161 -0.45325 -0.06 -0.22 0.08
C -1.47664 1.07040 -0.06452 0.39 0.05 -0.02
C -2.79808 0.38164 -0.05420 -0.12 0.17 0.02
O -2.89472 -0.83155 -0.13395 0.02 -0.18 0.03
N -3.87662 1.19036 0.06356 -0.07 0.37 0.00
C -5.21181 0.69385 0.08725 -0.20 -0.17 -0.04
C -6.22625 1.33406 0.98500 0.00 -0.10 0.14
C -6.31617 1.51529 -0.50420 -0.03 -0.07 -0.15
C -0.37850 0.30245 0.31426 -0.09 0.14 -0.08
C 0.90209 0.82816 0.31282 -0.08 0.49 -0.13
H -2.07536 -4.63480 -0.87457 -0.06 -0.11 -0.08
H -1.99964 -3.00340 -0.19906 -0.05 0.03 -0.01
H -1.71126 -4.40418 0.84210 -0.05 -0.09 0.12
H 0.08101 -3.51625 -1.47656 -0.03 -0.08 0.24
H 0.12327 -5.99460 -1.12208 -0.05 -0.09 -0.07
H 1.64422 -5.24301 -0.62555 0.09 -0.05 -0.03
H 0.46319 -5.73542 0.59617 -0.02 -0.08 0.10
H 2.82862 -1.61100 1.51930 -0.25 0.00 -0.02
H 1.14774 -1.31584 2.04855 0.05 0.01 -0.08
H 3.58570 2.24733 -2.34862 0.02 0.09 -0.01
H 2.68412 0.76926 -1.96842 -0.05 -0.07 -0.06
H 4.44401 0.78966 -1.81339 0.07 -0.08 -0.01
H 5.51330 1.96767 0.23839 0.05 0.00 -0.02
H 4.84611 3.44315 -0.49672 -0.02 0.08 -0.09
H 4.49383 3.05306 1.19203 0.02 0.03 0.09
H 0.16566 3.94643 -0.76865 0.04 0.11 -0.06
H -2.10518 3.00450 -0.79016 -0.09 0.05 -0.04
H -3.75061 2.18136 0.19162 0.14 -0.12 0.02
H -5.21819 -0.38019 -0.04231 -0.11 0.10 0.02
H -6.94991 0.70204 1.47461 -0.06 -0.09 0.02
H -5.91603 2.18058 1.57928 0.10 0.09 0.01
H -7.10158 1.00819 -1.04163 -0.06 -0.08 -0.03
H -6.06668 2.48370 -0.91137 0.10 0.09 0.00
H -0.57415 -0.71515 0.60813 -0.02 -0.13 0.05
```
Forces are in eV/Å.

The net charge is 0. Its SMILES is CC(C)OC(=O)CN1C(=O)C(C)(C)Oc2ccc(C(=O)NC3CC3)cc21. The energy above the lowest of the compared OMol25 structures with the same formula, charge and spin comes out at 1.004 eV. The frontier orbital gap is 9.12 eV.

natural (NBO) population analysis, charges in e, atoms 1 to 6: C -0.635; C 0.084; C -0.624; O -0.510; C 0.796; O -0.601

---

(2)
Below is C38H45CrN9O5PS2 as an isolated structure at a distorted geometry, with properties calculated with wB97M-V/def2-TZVPD.

XYZ file:
```
101
Properties=species:S:1:pos:R:3:forces:R:3
Cr 0.32997 -0.50288 0.41359 -0.74 -1.11 -0.94
C 1.19109 -1.23367 3.38340 -0.02 -0.39 0.28
N 0.15648 -0.88254 2.40442 -0.12 0.11 0.16
C -1.02662 -0.59494 2.86537 0.20 0.20 -0.11
C -1.98498 -0.09779 1.96882 -0.39 0.03 0.05
C -3.28277 0.40457 2.12977 0.25 -0.09 0.11
C -3.63908 0.94501 0.89936 0.02 0.03 -0.07
C -2.55000 0.74967 0.04282 -0.13 0.10 -0.05
N -1.56085 0.10311 0.66968 0.02 0.08 0.10
C 0.88996 -2.53009 4.10412 0.15 0.07 0.00
C 0.51260 -2.53596 5.44034 0.00 0.03 -0.02
C 0.29101 -3.73967 6.09936 0.00 -0.06 -0.03
C 0.43064 -4.94227 5.42328 -0.07 0.02 0.12
C 0.79082 -4.94868 4.08193 0.07 -0.01 -0.22
C 1.02329 -3.74537 3.43400 0.05 0.04 0.13
H 1.29289 -0.42200 4.11081 0.02 0.00 -0.07
H 2.14090 -1.33464 2.86242 -0.03 0.06 -0.03
H -1.25285 -0.69140 3.92516 0.03 -0.07 0.00
H -3.86271 0.37878 3.03783 -0.02 0.02 0.01
H -4.56389 1.43576 0.64648 -0.02 0.00 -0.02
H -2.45980 1.06128 -0.98575 0.04 -0.01 -0.02
H 0.40753 -1.60044 5.97958 0.04 0.03 -0.01
H 0.01826 -3.73235 7.14672 -0.02 -0.02 0.00
H 0.26107 -5.88229 5.93008 -0.03 -0.04 -0.06
H 0.88692 -5.89270 3.55784 -0.05 0.00 0.06
H 1.33005 -3.74166 2.39265 0.07 -0.04 0.01
C 4.62973 -0.38711 0.81864 -0.05 -0.11 -0.11
C 3.15510 -0.16885 0.79918 -0.23 -0.43 -0.27
N 2.30146 -1.04853 0.36044 0.79 -0.21 0.21
O 2.89492 -2.22348 -0.08824 0.12 -0.02 -0.12
C 2.55660 1.05705 1.24036 0.02 0.24 0.08
C 3.28424 2.16253 1.93563 -0.18 -0.13 -0.09
N 1.24837 1.07952 1.03314 0.06 2.03 0.67
O 0.53850 2.06714 1.36098 0.49 -0.31 0.33
H 4.88699 -1.26600 0.23748 0.07 0.02 0.06
H 4.97950 -0.52927 1.84274 -0.02 0.04 0.03
H 5.14101 0.48118 0.40379 -0.02 0.06 0.08
H 2.24395 -2.92092 0.06121 -0.06 0.02 0.05
H 3.75621 2.85136 1.23121 0.01 0.06 0.03
H 4.05344 1.75946 2.59294 0.05 0.03 0.00
H 2.56103 2.72396 2.52562 0.04 0.04 0.00
O -0.41816 -10.16055 3.40254 0.01 0.01 -0.01
S 0.09183 -8.82627 3.21079 0.21 -0.27 -0.57
O -0.64571 -7.77258 3.87744 -0.11 0.11 0.06
O 1.54026 -8.67359 3.27258 -0.05 0.02 0.21
C -0.07742 -8.45441 1.41133 0.22 -0.06 0.95
N 0.18362 -9.38873 0.50381 -0.07 -0.09 -0.34
C 0.28151 -8.97206 -0.75319 -0.08 -0.01 0.29
C 0.14029 -7.63720 -1.11637 -0.04 0.31 -0.10
C -0.13288 -6.74512 -0.08758 0.10 -0.89 0.15
N -0.24461 -7.16772 1.17061 -0.14 0.41 -0.43
C -0.25219 -5.28671 -0.20702 0.03 0.62 0.02
C 0.34483 -4.52300 -1.21181 -0.13 -0.14 0.14
C 0.34938 -3.14903 -1.09554 0.04 0.06 -0.15
N -0.19845 -2.48644 -0.05989 -0.03 -0.65 -0.06
C -0.86798 -3.22773 0.83917 -0.17 0.26 0.09
C -0.90402 -4.59799 0.81495 -0.13 -0.28 -0.26
H 0.49061 -9.73777 -1.49195 -0.01 0.04 -0.07
H 0.23097 -7.31954 -2.14653 0.01 -0.04 -0.02
H 0.84452 -4.99170 -2.04790 0.03 0.03 -0.02
H 0.84158 -2.54641 -1.84715 0.03 0.02 0.05
H -1.37383 -2.68887 1.62614 0.06 -0.02 -0.01
H -1.39243 -5.15853 1.59972 0.02 0.05 0.05
C -1.70966 4.20425 1.53795 0.01 -0.03 -0.13
C -1.67371 4.52804 0.04466 0.18 -0.25 0.09
P -0.25922 3.70066 -0.82952 -0.13 0.64 -0.63
C -0.48334 4.43438 -2.55058 -0.03 -0.05 0.24
C -1.27408 5.72976 -2.73581 0.10 -0.09 -0.05
C 1.16936 4.71442 -0.18450 -0.16 -0.15 -0.09
C 1.23959 6.20769 -0.48728 0.03 -0.13 0.11
H -2.63760 4.56244 1.98511 0.02 0.03 0.05
H -0.87377 4.67618 2.05613 -0.02 0.00 0.06
H -1.63386 3.13024 1.69812 -0.05 -0.03 0.07
H -1.63093 5.60716 -0.11078 -0.09 -0.01 -0.03
H -2.58492 4.15678 -0.43323 0.00 0.05 -0.02
H -0.97715 3.65233 -3.13284 0.10 -0.06 -0.08
H 0.52338 4.54900 -2.96839 -0.01 -0.09 -0.02
H -2.32140 5.58258 -2.47546 -0.02 0.06 0.02
H -1.23317 6.03951 -3.78193 -0.04 0.04 0.00
H -0.88177 6.54408 -2.13059 -0.04 0.04 -0.01
H 2.07838 4.23006 -0.56111 0.00 -0.03 0.08
H 1.15159 4.54776 0.89439 0.12 -0.06 0.01
H 1.34145 6.39544 -1.55565 -0.04 0.05 -0.01
H 2.10893 6.64063 0.01098 0.00 0.07 -0.02
H 0.35782 6.73155 -0.11920 -0.02 0.05 -0.04
N 2.24891 1.19005 -1.92418 -0.03 -0.12 0.05
C 1.15638 0.58639 -2.41861 -0.19 -0.13 -0.41
N 0.26218 -0.09026 -1.73327 0.31 0.18 0.38
C -0.75667 -0.55490 -2.58285 -0.29 -0.05 -0.46
C -1.90016 -1.27190 -2.22937 0.07 0.08 0.06
C -2.82460 -1.60594 -3.20212 0.00 -0.01 0.05
C -2.64467 -1.24211 -4.53296 0.00 0.00 -0.06
C -1.51376 -0.54439 -4.91172 0.06 -0.02 -0.04
C -0.58318 -0.22873 -3.93493 0.06 0.07 0.23
S 0.90141 0.65473 -4.14515 -0.08 0.05 0.21
H 2.23432 1.43415 -0.94557 0.06 0.09 0.10
H 2.75762 1.80324 -2.53725 -0.01 0.05 0.04
H -2.07872 -1.53577 -1.20131 -0.05 -0.01 0.00
H -3.71262 -2.15069 -2.91168 -0.01 -0.01 0.00
H -3.39239 -1.49923 -5.27010 0.00 0.00 -0.02
H -1.35484 -0.23628 -5.93612 -0.02 -0.05 -0.03
```
Forces are in eV/Å.

The net charge is 0. The spin multiplicity is 4. The frontier orbital gap (alpha / beta) is 6.65 / 5.98 eV.

natural (NBO) population analysis, charges in e, atoms 1 to 6: Cr 1.419; C -0.268; N -0.561; C 0.179; C -0.045; C -0.195

---

(3)
Below is an isolated ion of composition C3H11NOP and charge +1 at a distorted geometry, with properties calculated with wB97M-V/def2-TZVPD.

XYZ file:
```
17
Properties=species:S:1:pos:R:3:forces:R:3
C -0.22472 0.14535 -2.00949 -0.14 -1.06 2.58
C -0.44222 0.48992 -0.56271 3.71 0.81 1.42
N -1.48136 -0.39748 0.12134 -0.57 4.68 -1.76
C 0.80184 0.06082 0.29114 1.84 0.37 3.25
O 0.90218 -1.35803 0.36352 -1.92 0.29 -2.40
P 0.38893 0.62008 2.32042 1.22 0.42 -2.10
H 0.13258 -0.83811 -2.19786 1.20 -0.65 0.21
H 0.27915 0.93032 -2.40746 2.06 1.85 -1.51
H -1.10487 0.10596 -2.48514 -3.68 0.32 -1.94
H -0.45019 1.63352 -0.31804 -1.10 -2.10 -0.70
H -1.71092 0.24697 0.90102 -0.49 -1.53 0.19
H -0.86642 -1.15837 0.25681 0.34 -2.46 1.09
H -2.19223 -0.47457 -0.59469 -0.72 -0.66 0.47
H 1.88543 0.38567 0.11977 -2.03 0.52 -0.53
H 1.33615 -1.64471 1.13642 0.91 -0.42 1.40
H 1.44594 1.59377 2.28328 -0.62 -0.11 0.17
H 1.30071 -0.34110 2.78166 -0.02 -0.26 0.16
```
Forces are in eV/Å.

The net charge is +1. Its SMILES is C[C@@H]([NH3+])[C@H](O)P. The energy above the lowest of the compared OMol25 structures with the same formula, charge and spin comes out at 3.827 eV. The frontier orbital gap is 10.27 eV.

natural (NBO) population analysis, charges in e, atoms 1 to 6: C -0.637; C -0.091; N -0.710; C -0.079; O -0.755; P 0.142

---

(4)
Below is C33H38BF3FeO3 as an isolated structure at a distorted geometry, with properties calculated with wB97M-V/def2-TZVPD.

XYZ file:
```
79
Properties=species:S:1:pos:R:3:forces:R:3
C 4.83337 -2.01575 0.52717 0.14 -0.01 0.04
C 4.06363 -3.33853 0.54657 0.61 -0.19 0.29
C 4.51397 -4.23405 -0.59044 0.15 -0.01 -0.01
C 4.13129 -4.05396 1.97175 -0.08 -0.15 -0.41
C 3.90275 -5.57782 1.90193 -0.37 0.11 -0.04
C 5.39462 -3.83516 2.77889 0.37 0.22 -0.07
O 3.02466 -3.43572 2.66028 -0.28 0.34 -1.04
B 2.18609 -2.95038 1.66065 -0.17 -0.74 0.17
C 0.72199 -2.58957 1.97893 0.11 0.29 -0.09
C 0.27086 -2.63974 3.30405 0.01 0.41 -0.14
C -1.05907 -2.37758 3.58404 0.16 0.12 0.05
C -1.92040 -2.06282 2.54582 -0.13 -0.72 0.22
C -3.37513 -1.89527 2.85596 -0.82 0.31 -0.20
F -3.73216 -0.57043 2.84813 0.05 -1.16 0.10
F -4.15441 -2.54327 1.93442 0.44 0.60 0.68
F -3.72759 -2.39620 4.07068 0.21 0.40 -0.70
C -1.48692 -2.04565 1.22947 -0.12 0.07 -0.62
C -0.15446 -2.28147 0.92612 0.12 0.11 0.65
C 0.73275 1.71175 0.34495 2.47 -1.58 2.71
C 1.91247 1.96454 1.24884 1.19 -0.30 -0.33
O 2.67066 -3.02198 0.36419 0.09 -0.04 1.36
H 5.90307 -2.23734 0.59088 -0.06 0.24 -0.04
H 4.63165 -1.49625 -0.41383 0.04 -0.13 0.05
H 4.56069 -1.32009 1.33965 0.02 -0.46 -0.17
H 5.54144 -4.56991 -0.37488 -0.28 0.06 -0.31
H 3.86202 -5.11443 -0.68804 0.25 0.36 -0.02
H 4.49183 -3.65310 -1.52466 0.09 -0.32 0.22
H 4.83766 -6.05138 1.57080 -0.41 -0.04 -0.02
H 3.66283 -5.95086 2.91105 0.12 0.19 -0.34
H 3.06934 -5.86333 1.22986 0.45 0.19 0.34
H 6.22044 -4.40342 2.32882 -0.12 0.17 0.14
H 5.69031 -2.78277 2.82348 -0.13 -0.18 0.10
H 5.24016 -4.20476 3.80193 0.02 0.09 -0.29
H 0.96966 -2.80487 4.12698 -0.16 -0.21 -0.37
H -1.43548 -2.42859 4.59474 0.02 0.04 0.06
H -2.19498 -1.89035 0.42248 0.00 0.20 0.15
H 0.23240 -2.20368 -0.09637 -0.29 -0.17 0.41
H 1.06466 1.36348 -0.64362 -0.60 0.12 0.43
H -0.22377 1.47090 0.84234 1.07 -0.09 -0.26
H 1.88744 2.98461 1.67350 -0.06 -0.41 0.14
H 2.16005 1.22410 2.06700 -0.68 0.63 -0.56
H 2.79502 1.93305 0.57820 -0.15 0.19 0.52
C -5.85892 -1.79326 -0.75190 0.60 0.35 0.38
O -5.41876 -0.69629 0.09269 -0.86 -0.41 -0.60
C -4.33818 0.05525 -0.25115 0.33 -0.05 -0.30
C -4.10464 1.18772 0.56149 -0.07 -1.08 -0.54
C -2.92996 1.90404 0.46234 -0.01 0.17 -0.14
C -2.02064 1.63061 -0.57257 0.88 -0.40 -0.67
C -0.76363 2.37910 -0.84240 -4.91 1.67 -2.85
C -0.58323 2.69586 -2.27619 0.76 -1.19 -0.36
C -1.61352 2.73997 -3.35087 0.64 -0.07 -1.03
C -1.03952 3.42719 -4.48887 1.05 -2.42 -0.51
C 0.31069 3.80412 -4.15503 -0.03 -1.32 -0.06
C 0.59597 3.34273 -2.80490 0.36 -1.81 -0.87
Fe -0.98229 4.52498 -2.78317 -0.66 -0.67 -0.37
C -1.68574 5.30148 -1.07294 0.50 1.42 0.02
C -2.60464 5.50258 -2.18818 0.56 1.42 0.11
C -1.88142 6.21904 -3.21655 -0.45 2.22 1.31
C -0.51461 6.43661 -2.76211 -0.94 0.78 0.79
C -0.39239 5.84769 -1.44008 -1.42 2.09 0.90
C -2.31366 0.52061 -1.41763 0.28 0.20 -0.30
C -3.44181 -0.27729 -1.29406 -0.57 0.39 0.70
H -6.79745 -2.16991 -0.32305 0.38 0.29 -0.02
H -6.04959 -1.47052 -1.79123 0.21 -0.04 0.41
H -5.10954 -2.60942 -0.72104 -0.32 0.39 -0.15
H -4.87406 1.41891 1.27691 0.03 0.06 0.33
H -2.75338 2.70190 1.18170 0.05 0.03 -0.25
H -0.58198 3.31099 -0.25667 0.13 -1.22 0.01
H -2.62408 2.31398 -3.34707 0.60 0.35 0.30
H -1.48743 3.53531 -5.48011 0.06 0.19 0.56
H 1.04020 4.22877 -4.85407 -0.50 0.12 0.53
H 1.53241 3.39958 -2.25627 -0.20 0.35 -0.25
H -1.96394 4.89946 -0.10015 0.14 -0.10 -0.46
H -3.66074 5.24972 -2.17692 0.35 -0.08 -0.13
H -2.30384 6.59669 -4.14033 0.19 -0.25 0.04
H 0.27947 6.98111 -3.27958 -0.41 -0.43 0.08
H 0.49697 5.86961 -0.81636 -0.19 -0.12 -0.24
H -1.62132 0.28951 -2.23389 -0.14 0.13 0.36
H -3.65625 -1.11038 -1.98252 0.30 0.48 0.47
```
Forces are in eV/Å.

The net charge is 0. The spin multiplicity is 5. The energy above the lowest of the compared OMol25 structures with the same formula, charge and spin comes out at 0.219 eV. The frontier orbital gap (alpha / beta) is 5.78 / 7.57 eV.

Löwdin population analysis, charges in e, atoms 1 to 6: C -0.010; C -0.470; C -0.009; C -0.459; C -0.013; C -0.015